[1]
A 2-piece molecular cluster, C6H9N overall. Source: the OMol25 dataset; level of theory: ωB97M-V/def2-TZVPD.

Values from the calculation:
- structure (SMILES) = C=C(C)C#N.C=C
- ΔE to the lowest compared entry with this formula, charge and spin (kJ/mol) = 210.05
- frontier orbital gap (eV) = 10.4

Each line ends with the natural charge from an NBO analysis.
Element x y z (Å)
C1 1.2691 1.1030 0.1643  -0.632
C2 1.0965 -0.1486 -0.6574  -0.130
C3 -1.3816 -0.4011 1.4261  -0.380
C4 -2.3401 0.0046 0.6021  -0.402
C5 0.0384 -0.4399 -1.4148  -0.299
C6 2.2711 -0.9756 -0.7736  0.257
N1 3.2676 -1.5352 -0.9614  -0.311
H1 1.8799 1.7999 -0.4165  0.232
H2 1.7971 0.9066 1.1043  0.229
H3 0.3085 1.5722 0.3911  0.228
H4 -0.9708 0.2505 2.1934  0.194
H5 -0.9342 -1.3891 1.3426  0.200
H6 -2.7541 -0.6552 -0.1582  0.195
H7 -2.7348 1.0173 0.6303  0.196
H8 -0.0124 -1.3541 -1.9974  0.214
H9 -0.8001 0.2449 -1.4749  0.208

[2]
A 2-piece molecular cluster, C18H17F3N4O6S overall. Source: the OMol25 dataset; level of theory: ωB97M-V/def2-TZVPD.

Values from the calculation:
- ΔE to the lowest compared entry with this formula, charge and spin (kJ/mol) = 296.52
- frontier orbital gap (eV) = 6.5

Each line ends with the natural charge from an NBO analysis.
Element x y z (Å)
C1 4.3349 -1.4970 0.2237  -0.223
C2 3.8655 -2.7599 -0.1626  -0.216
C3 2.6128 -3.1992 0.2604  -0.167
C4 1.8095 -2.3717 1.0576  -0.027
C5 0.4325 -2.8290 1.4738  -0.413
C6 -0.6595 -2.5125 0.4559  -0.033
C7 -2.0607 -3.0087 0.8628  -0.397
C8 -3.0423 -1.9434 0.3479  -0.420
C9 -2.1821 -0.8353 -0.2742  -0.214
N1 -0.8114 -1.1186 0.1319  -0.669
C10 2.2828 -1.1187 1.4535  -0.251
C11 3.5318 -0.6756 1.0293  -0.195
H1 5.3179 -1.1533 -0.0953  0.216
H2 4.4807 -3.4098 -0.7901  0.215
H3 2.2291 -4.1847 -0.0214  0.204
H4 0.4398 -3.9236 1.5733  0.214
H5 0.1504 -2.3910 2.4416  0.214
H6 -0.3688 -3.0252 -0.4827  0.164
H7 -2.2319 -3.9854 0.3964  0.216
H8 -2.1090 -3.1028 1.9543  0.207
H9 -3.7356 -2.3647 -0.3860  0.217
H10 -3.6025 -1.5221 1.1862  0.212
H11 -2.3156 -0.8249 -1.3723  0.177
H12 -2.4719 0.1640 0.0756  0.172
H13 -0.1170 -0.7996 -0.5381  0.393
H14 1.6491 -0.5001 2.0995  0.221
H15 3.8821 0.3108 1.3408  0.212
O1 -0.0047 1.2982 -3.7928  -0.880
S1 0.6948 1.2423 -2.5338  2.075
O2 1.2946 0.0139 -2.0409  -0.902
C12 2.0961 2.4877 -2.6881  0.754
F1 2.9204 2.1393 -3.6873  -0.290
F2 1.5853 3.7121 -2.9370  -0.307
F3 2.7900 2.5240 -1.5306  -0.307
C13 -0.3407 1.8514 -1.1980  -0.411
C14 -0.1054 1.4175 0.1205  -0.071
C15 -0.8802 1.9953 1.1261  0.018
N2 -0.7858 1.8006 2.4964  0.420
O3 -0.1843 0.9951 3.1924  -0.330
O4 -1.6961 2.7270 3.0765  -0.130
N3 -2.3613 3.4517 2.1021  -0.063
C16 -1.8500 2.9957 0.9225  0.101
C17 -2.1063 3.3998 -0.4457  0.000
N4 -3.1065 4.3759 -0.8257  0.496
O5 -3.7997 4.9759 0.0216  -0.333
O6 -3.2420 4.5774 -2.0576  -0.383
C18 -1.3490 2.7996 -1.4804  -0.087
H16 0.6391 0.6793 0.4272  0.307
H17 -1.5192 3.1228 -2.5094  0.291

[3]
One molecule with the formula C20H23NO4. Source: the OMol25 dataset; level of theory: ωB97M-V/def2-TZVPD.

Values from the calculation:
- structure (SMILES) = Cc1cccc(C(=O)OCC(=O)N[C@@H](C)CCc2ccccc2)c1O
- ΔE to the lowest compared entry with this formula, charge and spin (kJ/mol) = 7.76
- frontier orbital gap (eV) = 9.0

Each line ends with the natural charge from an NBO analysis.
Element x y z (Å)
C1 2.4846 4.4514 -2.9124  -0.625
C2 2.0408 3.0951 -3.3601  -0.104
C3 1.7911 2.7988 -4.6843  -0.144
C4 1.3783 1.5299 -5.0811  -0.257
C5 1.2133 0.5406 -4.1431  -0.135
C6 1.4581 0.8032 -2.7887  -0.296
C7 1.8741 2.0887 -2.3913  0.444
O1 2.1246 2.4054 -1.1144  -0.679
H1 1.9760 1.6081 -0.5608  0.514
C8 1.2877 -0.2434 -1.7837  0.815
O2 1.4842 -0.0767 -0.5810  -0.686
O3 0.8965 -1.4129 -2.2811  -0.480
C9 0.7927 -2.5258 -1.4014  -0.167
H2 0.9332 -3.4111 -2.0234  0.223
H3 1.5794 -2.4685 -0.6390  0.209
C10 -0.5770 -2.6392 -0.6977  0.650
O4 -1.2565 -3.6350 -0.8199  -0.620
N1 -0.8854 -1.5604 0.0360  -0.636
H4 -0.1774 -0.8478 0.1511  0.429
C11 -2.0737 -1.4445 0.8721  -0.048
C12 -2.0459 -2.4810 2.0020  -0.403
H5 -2.9265 -2.3269 2.6271  0.205
H6 -2.1033 -3.4774 1.5626  0.231
C13 -0.7784 -2.3779 2.8618  -0.443
C14 -0.6146 -1.0044 3.4499  0.084
C15 -1.4392 -0.5863 4.4879  -0.252
C16 -1.3230 0.6869 5.0149  -0.200
C17 -0.3781 1.5642 4.5095  -0.228
C18 0.4514 1.1575 3.4792  -0.191
C19 0.3336 -0.1181 2.9545  -0.267
H7 0.9928 -0.4260 2.1551  0.213
H8 1.1936 1.8343 3.0816  0.212
H9 -0.2867 2.5590 4.9201  0.213
H10 -1.9701 0.9960 5.8230  0.212
H11 -2.1756 -1.2686 4.8887  0.209
H12 -0.8470 -3.1151 3.6651  0.219
H13 0.0926 -2.6269 2.2527  0.207
C20 -3.3386 -1.5809 0.0283  -0.616
H14 -3.3775 -2.5687 -0.4215  0.234
H15 -4.2171 -1.4386 0.6515  0.209
H16 -3.3457 -0.8349 -0.7631  0.210
H17 -2.0366 -0.4409 1.3101  0.209
H18 0.8942 -0.4486 -4.4288  0.231
H19 1.1900 1.3272 -6.1238  0.218
H20 1.9205 3.5723 -5.4274  0.212
H21 3.4400 4.3779 -2.3955  0.227
H22 2.5837 5.1270 -3.7570  0.213
H23 1.7668 4.8627 -2.2046  0.227

[4]
One molecule with the formula C7H5ClN2O3S. Source: the OMol25 dataset; level of theory: ωB97M-V/def2-TZVPD.

Values from the calculation:
- ΔE to the lowest compared entry with this formula, charge and spin (kJ/mol) = 222.76
- frontier orbital gap (eV) = 8.6

Each line ends with the natural charge from an NBO analysis.
Element x y z (Å)
C1 1.4324 1.0258 -0.1374  -0.240
C2 2.1916 -0.1176 0.1669  -0.320
C3 1.7126 -1.3137 0.4661  0.810
C4 -0.8016 -0.9318 -1.4433  -0.121
C5 0.1637 1.1373 -0.4626  0.172
C6 -1.9497 0.1677 0.4169  -0.260
C7 -3.0647 -0.7769 -0.1707  -0.572
N1 -0.7669 0.1179 -0.6069  -0.493
N2 3.6747 0.1296 0.3243  0.593
O1 1.3825 -2.2887 0.9777  -0.360
O2 4.2427 -0.8374 0.8148  -0.400
O3 4.0337 1.1812 0.0046  -0.317
S1 -2.1647 -1.8935 -1.3602  0.349
Cl1 -0.6253 2.7149 -0.7766  -0.029
H1 2.0313 2.0882 -0.0804  0.291
H2 -2.4306 1.1904 0.5537  0.232
H3 -1.6371 -0.1484 1.4250  0.206
H4 -3.6443 -1.3509 0.5451  0.237
H5 -3.7803 -0.0939 -0.6570  0.221

[5]
A 2-piece molecular cluster, ClNO4S overall. Source: the OMol25 dataset; level of theory: ωB97M-V/def2-TZVPD.

Values from the calculation:
- ΔE to the lowest compared entry with this formula, charge and spin (kJ/mol) = 178.01
- frontier orbital gap (spin up / spin down) (eV) = 8.6 / 8.5

Each line ends with the natural charge from an NBO analysis.
Element x y z (Å)
N1 -1.2886 1.1856 0.7842  0.520
O1 -0.2483 0.8818 1.2179  -0.260
O2 -2.1803 0.7941 0.0593  -0.163
O3 1.4690 -0.8860 -1.2086  -0.813
O4 1.9260 -1.9015 1.0492  -0.810
S1 1.8257 -0.6977 0.1887  1.618
Cl1 -2.1765 -1.0368 -0.6378  -0.091

[6]
C49H57BiGeN5O2SeSi as an isolated structure. Source: the OMol25 dataset; level of theory: ωB97M-V/def2-TZVPD.

Values from the calculation:
- total charge = -2
- 2S+1 = 2
- ΔE to the lowest compared entry with this formula, charge and spin (kJ/mol) = 0.00
- frontier orbital gap (spin up / spin down) (eV) = 4.3 / 6.0

Each line ends with the Mulliken spin population.
Element x y z (Å)
Bi1 -1.5012 0.3902 -0.2909  -0.059
C1 -0.9873 4.1947 -2.7288  -0.102
C2 -1.5226 3.2753 -1.8642  0.349
N1 -1.3890 1.9251 -2.0340  0.209
C3 -0.7906 1.4748 -3.1952  0.038
C4 -0.1410 2.3671 -4.0855  -0.148
C5 -0.2424 3.7695 -3.8338  0.519
C6 0.5647 1.8266 -5.1748  0.054
C7 0.6153 0.4587 -5.3735  -0.020
C8 -0.0820 -0.4068 -4.5366  0.064
C9 -0.8344 0.0884 -3.4680  0.048
N2 -1.5706 -0.6831 -2.5600  0.006
C10 -2.2717 -1.7581 -2.9392  -0.011
C11 -2.4885 -2.2211 -4.2516  -0.002
C12 -3.2050 -3.3898 -4.5243  -0.002
C13 -3.7651 -4.1690 -3.5417  0.003
C14 -3.6542 -3.7181 -2.2045  -0.003
C15 -4.2376 -4.4095 -1.1180  0.001
C16 -4.1535 -3.9113 0.1512  -0.001
C17 -3.4808 -2.6891 0.3442  0.001
N3 -2.9123 -2.0416 -0.6411  0.011
C18 -2.9572 -2.5252 -1.9025  0.005
H1 -1.1092 5.2489 -2.5069  0.001
H2 -2.0526 3.5896 -0.9716  -0.081
H3 0.2381 4.4729 -4.5027  0.045
H4 1.0852 2.5034 -5.8454  -0.005
H5 1.2003 0.0495 -6.1906  0.010
H6 -0.0221 -1.4751 -4.6980  0.024
H7 -2.0904 -1.6566 -5.0815  0.002
H8 -3.3086 -3.6861 -5.5640  0.000
H9 -4.2979 -5.0865 -3.7623  0.000
H10 -4.7612 -5.3392 -1.3186  0.000
H11 -4.5941 -4.4225 0.9974  0.000
H12 -3.4087 -2.2428 1.3301  0.000
N4 -4.0174 1.2606 0.8639  0.000
N5 -4.3305 0.4347 1.9639  0.001
C19 -3.2428 -0.0982 2.7410  -0.002
O1 -3.5625 -0.5011 3.8684  0.000
O2 -2.1058 -0.1069 2.1878  0.013
H13 -3.9287 2.2352 1.1356  0.001
H14 -4.7383 1.1628 0.1645  -0.001
H15 -5.0329 0.8143 2.5800  0.000
C20 4.3008 -1.5964 -1.7944  0.001
C21 3.0771 -2.5134 -1.6410  -0.002
C22 3.5589 -3.9694 -1.7271  0.000
C23 2.1924 -2.2352 -2.8664  0.018
Si1 2.1475 -2.0857 0.0132  0.001
C24 3.4293 -1.8933 1.4593  0.000
C25 2.6942 -1.9237 2.8061  0.001
C26 4.1433 -0.5321 1.4078  0.001
C27 4.4966 -2.9982 1.4836  0.000
C28 0.7977 -3.4113 0.4257  0.001
C29 1.3680 -4.7664 0.8742  0.000
C30 -0.0522 -3.6411 -0.8366  -0.002
C31 -0.1569 -2.9364 1.5303  -0.004
H16 4.7424 -1.7594 -2.7868  0.000
H17 5.0784 -1.7925 -1.0542  0.000
H18 4.0180 -0.5426 -1.7280  0.000
H19 4.1749 -4.0933 -2.6286  0.000
H20 2.7223 -4.6654 -1.8143  0.000
H21 4.1652 -4.2769 -0.8711  0.000
H22 2.7750 -2.4430 -3.7754  -0.002
H23 1.8687 -1.1940 -2.9014  -0.004
H24 1.2958 -2.8543 -2.9019  -0.002
H25 1.8558 -1.2250 2.8255  0.000
H26 3.3882 -1.6195 3.6005  0.000
H27 2.3248 -2.9193 3.0560  0.000
H28 3.4367 0.2855 1.5609  -0.001
H29 4.6659 -0.3500 0.4678  0.000
H30 4.8845 -0.4949 2.2183  0.000
H31 4.0641 -4.0010 1.5077  0.000
H32 5.1093 -2.8841 2.3885  0.000
H33 5.1728 -2.9456 0.6274  0.000
H34 2.0498 -5.2043 0.1425  0.000
H35 0.5386 -5.4732 1.0138  0.000
H36 1.8936 -4.6972 1.8289  0.000
H37 0.4946 -4.1915 -1.6051  0.000
H38 -0.3953 -2.6977 -1.2736  0.002
H39 -0.9415 -4.2306 -0.5780  0.000
H40 0.2995 -2.9546 2.5175  0.000
H41 -1.0247 -3.6069 1.5588  0.000
H42 -0.5328 -1.9239 1.3778  0.001
Se1 1.2487 -0.0536 -0.3372  -0.003
C32 2.0014 6.1542 -0.6046  0.005
C33 1.0524 6.4805 0.3534  -0.005
C34 0.3012 5.4789 0.9620  0.022
C35 0.4685 4.1376 0.6218  -0.023
C36 1.4319 3.8315 -0.3446  0.015
C37 2.1937 4.8209 -0.9478  0.014
Ge1 -0.5421 2.6119 1.4030  -0.005
C38 0.6491 2.1248 2.9245  -0.004
C39 0.3714 1.0308 3.7507  0.000
C40 1.1938 0.7177 4.8268  0.000
C41 2.3278 1.4728 5.0911  0.000
C42 2.6300 2.5504 4.2704  0.000
C43 1.7955 2.8720 3.2060  0.000
C44 -2.0953 3.4677 2.3156  0.004
C45 -2.5994 2.9586 3.5152  0.001
C46 -3.7972 3.4146 4.0528  0.000
C47 -4.5263 4.4043 3.4056  0.000
C48 -4.0445 4.9299 2.2125  0.002
C49 -2.8501 4.4603 1.6779  0.001
H43 2.5844 6.9324 -1.0846  0.000
H44 0.8959 7.5175 0.6325  0.000
H45 -0.4243 5.7555 1.7204  -0.001
H46 1.5755 2.7971 -0.6463  -0.012
H47 2.9207 4.5509 -1.7057  0.009
H48 -0.4916 0.4072 3.5391  -0.002
H49 0.9510 -0.1370 5.4493  0.000
H50 2.9757 1.2180 5.9226  0.000
H51 3.5181 3.1452 4.4567  0.000
H52 2.0508 3.7198 2.5801  0.000
H53 -2.0666 2.1666 4.0308  0.000
H54 -4.1664 2.9777 4.9739  0.000
H55 -5.4625 4.7583 3.8223  0.000
H56 -4.6016 5.7008 1.6906  0.000
H57 -2.5045 4.8773 0.7364  0.004

[7]
C29H26AsN2O6PRuS4 as an isolated structure. Source: the OMol25 dataset; level of theory: ωB97M-V/def2-TZVPD.

Values from the calculation:
- total charge = -1
- 2S+1 = 2
- ΔE to the lowest compared entry with this formula, charge and spin (kJ/mol) = 101.07
- frontier orbital gap (spin up / spin down) (eV) = 7.8 / 7.7

Each line ends with the Mulliken spin population.
Element x y z (Å)
Ru1 -0.0132 0.2733 0.0674  0.919
S1 0.4084 -2.0738 -0.3206  -0.043
C1 0.6315 -1.6243 -1.9651  0.001
C2 0.7660 -2.4722 -3.0740  0.001
C3 0.7945 -1.9019 -4.3248  0.001
C4 0.6984 -0.5113 -4.4596  0.007
C5 0.6232 0.2510 -3.3162  0.004
N1 0.6125 -0.3037 -2.0995  0.076
H1 0.8228 -3.5413 -2.9232  0.001
H2 0.8783 -2.5254 -5.2067  0.000
H3 0.6843 -0.0369 -5.4304  0.001
H4 0.5680 1.3317 -3.3470  0.001
O1 3.5793 0.7661 0.3198  0.001
As1 2.7521 0.7537 1.8689  0.004
O2 3.7356 0.0415 2.9542  0.000
O3 1.2052 0.0666 1.7072  0.002
C6 2.5394 2.6204 2.3867  -0.003
C7 3.2931 3.0054 3.4890  0.000
C8 3.2465 4.3155 3.9482  0.001
C9 2.4266 5.2438 3.3249  0.000
C10 1.6410 4.8645 2.2466  0.001
C11 1.7074 3.5597 1.7793  0.003
S2 0.6177 3.1129 0.4546  -0.007
O4 -0.4907 2.3649 1.0871  0.001
O5 0.2531 4.3304 -0.2070  0.004
O6 1.3615 2.1696 -0.4129  0.029
H5 3.0136 1.2419 -0.3083  -0.002
H6 3.9059 2.2516 3.9686  0.000
H7 3.8660 4.6136 4.7851  0.000
H8 2.3981 6.2669 3.6788  0.000
H9 0.9736 5.5597 1.7557  0.000
C12 -4.0113 -2.0494 4.3807  0.000
C13 -3.1476 -1.4582 3.3029  -0.002
C14 -3.0725 -2.0206 2.0385  -0.002
C15 -2.2641 -1.4451 1.0796  -0.008
N2 -1.5435 -0.3505 1.3223  0.026
C16 -1.6122 0.2134 2.5346  -0.009
C17 -2.4007 -0.3115 3.5358  -0.002
H10 -4.4573 -2.9894 4.0592  0.000
H11 -4.8147 -1.3578 4.6403  0.000
H12 -3.4271 -2.2309 5.2839  0.000
H13 -3.6423 -2.9061 1.7892  0.000
H14 -2.1951 -1.8493 0.0819  0.000
H15 -1.0327 1.1090 2.6783  0.001
H16 -2.4253 0.1788 4.5003  0.001
S3 -4.3418 1.2965 0.8220  0.000
P1 -3.4340 1.9640 -0.7859  0.002
S4 -1.7861 0.9718 -1.4920  -0.007
C18 -4.5675 1.9443 -2.2279  -0.001
C19 -5.7200 2.7237 -2.1310  0.000
C20 -6.6323 2.7591 -3.1715  0.000
C21 -6.4039 2.0132 -4.3221  0.000
C22 -5.2637 1.2321 -4.4206  0.000
C23 -4.3474 1.1930 -3.3749  0.001
C24 -3.0761 3.7498 -0.6872  -0.001
C25 -2.3467 4.3627 -1.7005  0.000
C26 -2.1341 5.7303 -1.6712  0.000
C27 -2.6495 6.4908 -0.6312  0.000
C28 -3.3789 5.8829 0.3799  0.000
C29 -3.5903 4.5099 0.3551  0.000
H17 -5.8993 3.2961 -1.2284  0.000
H18 -7.5204 3.3736 -3.0898  0.000
H19 -7.1144 2.0449 -5.1392  0.000
H20 -5.0782 0.6534 -5.3173  0.000
H21 -3.4586 0.5807 -3.4459  0.000
H22 -1.9404 3.7602 -2.5036  0.000
H23 -1.5523 6.2017 -2.4530  0.000
H24 -2.4750 7.5600 -0.6043  0.000
H25 -3.7833 6.4754 1.1918  0.000
H26 -4.1496 4.0145 1.1392  0.000

[8]
A 2-piece molecular cluster, C2H2N3S2 overall. Source: the OMol25 dataset; level of theory: ωB97M-V/def2-TZVPD.

Values from the calculation:
- total charge = -1
- ΔE to the lowest compared entry with this formula, charge and spin (kJ/mol) = 247.27
- frontier orbital gap (spin up / spin down) (eV) = 5.1 / 5.3

Each line ends with the natural charge from an NBO analysis.
Element x y z (Å)
C1 -1.0441 -0.6944 -0.4571  -0.134
C2 0.2833 -0.9585 -0.0299  -0.043
N1 -1.3671 0.5415 -0.1334  -0.242
N2 -0.2999 1.0043 0.4861  -0.198
N3 0.7172 0.1641 0.5719  -0.272
S1 2.5126 1.7512 -0.0930  -0.293
S2 1.1150 -2.4210 -0.1683  -0.424
H1 -1.7163 -1.3483 -0.9687  0.205
H2 -0.2005 1.9612 0.7924  0.402